Density functional theory data (the ωB97M-V functional and the def2-TZVPD basis) for a molecular structure, C17H18FNO4 in a non-equilibrium geometry.

Gap between HOMO and LUMO: 7.53 eV
Calculated total energy: -1113.644755 a.u.
LUMO level: 0.550 eV
Spin multiplicity: 1
Energy relative to the best compared isomer or geometry (same formula, charge and spin): 372.8 kcal per mole
Charge: 0

The geometry in XYZ format:
```
41
Properties=species:S:1:pos:R:3:forces:R:3:nbo_charge:R:1
C 1.5868 2.4998 2.8695 0.5 1.8 0.5 -0.668
C 1.1444 1.0635 3.1966 1.3 8.2 9.7 -0.036
H 0.1248 0.9966 3.5155 -0.8 0.7 1.4 0.177
H 1.9391 0.7271 3.9256 -1.3 0.1 0.1 0.172
O 1.2486 0.3949 2.2220 7.6 -12.9 -9.8 -0.485
C 0.4783 0.3687 1.2246 5.1 -7.4 -2.6 0.777
O -0.3118 1.1125 1.2894 -13.3 11.2 -1.2 -0.576
C 0.5129 -0.5926 0.0420 0.9 -4.6 3.0 -0.310
N -0.0989 -0.2514 -1.1875 -5.8 -3.9 6.0 -0.328
C 0.4425 0.3357 -2.1361 4.2 4.0 -7.2 0.196
C -0.3695 0.4817 -3.3844 -1.7 -7.6 15.7 -0.291
C -1.5673 -0.0562 -2.8777 -3.4 -1.9 1.5 -0.202
C -1.4650 -0.6111 -1.3436 3.8 5.5 -10.4 0.075
C -2.2812 -1.5506 -0.8060 -0.2 3.9 6.4 -0.215
C -3.0299 -2.4417 -1.3344 -0.8 -8.5 -6.1 -0.150
C -3.7345 -3.4087 -0.6031 -2.7 0.9 0.7 -0.324
C -4.0844 -3.1349 0.8596 11.8 9.5 -12.5 0.476
C -3.3609 -2.0805 1.3998 -1.8 0.4 -0.4 -0.359
C -2.6617 -1.2558 0.5130 3.0 0.5 3.5 -0.120
H -1.9919 -0.4876 1.0689 -1.7 -0.8 -1.2 0.214
H -3.6504 -1.7384 2.3829 0.5 0.1 0.4 0.218
F -4.7484 -3.9170 1.3094 -10.4 -11.2 8.6 -0.229
H -4.3429 -4.2033 -1.2301 1.4 1.5 1.7 0.220
H -2.6315 -2.8648 -2.4271 -1.6 1.4 2.4 0.206
H -2.6407 -0.0816 -3.5126 3.1 -0.1 2.0 0.213
H -0.3636 0.9385 -4.1478 1.3 6.3 -10.2 0.183
C 1.8950 0.7616 -2.0154 0.4 -4.4 -8.4 -0.412
H 2.0800 1.1763 -3.3517 -0.3 -1.1 4.2 0.205
H 2.6715 -0.1762 -2.0363 -2.2 1.9 0.1 0.260
C 2.3321 1.7017 -1.0784 -2.8 7.5 -2.8 -0.591
C 3.3812 1.2736 -0.3388 3.4 3.9 5.1 0.778
O 3.6970 0.2108 -0.1159 1.9 -9.4 0.0 -0.572
O 3.9897 2.1706 0.4496 2.1 3.4 2.2 -0.729
H 4.6999 1.8623 1.1753 -2.7 0.1 -3.0 0.518
H 1.4981 2.0585 -0.4219 0.8 0.1 -0.4 0.276
H 2.6822 2.6518 -1.7579 -0.8 -1.7 2.3 0.274
H 1.5104 -0.7612 -0.1092 2.8 -0.5 -0.8 0.247
H 0.2563 -1.8413 0.4695 0.1 4.0 -1.3 0.258
H 2.5669 2.6824 2.3174 -0.6 -1.2 1.2 0.223
H 0.9629 2.9943 2.1116 -0.6 0.1 0.9 0.220
H 1.6341 2.9923 3.8735 -0.2 0.4 -1.1 0.211
```
Positions in Å, forces in eV/Å.

Density functional theory data (the ωB97M-V functional and the def2-TZVPD basis) for C17H18N2O4 in the gas phase.

Gap between HOMO and LUMO: 9.11 eV
Calculated total energy: -1069.137370 a.u.
Structure (SMILES): COc1cccc(NC(=O)N[C@@H](Cc2ccccc2)C(=O)O)c1
LUMO level: 0.628 eV
Spin multiplicity: 1
Energy relative to the best compared isomer or geometry (same formula, charge and spin): 7.7 kcal per mole
Charge: 0

The geometry in XYZ format:
```
41
Properties=species:S:1:pos:R:3:forces:R:3:nbo_charge:R:1
C 5.7388 0.2608 -0.9684 0.1 0.2 -0.1 -0.253
H 5.8907 1.1701 -0.3779 0.0 0.0 0.0 0.177
O 5.0337 -0.7160 -0.2414 -0.3 -0.2 0.2 -0.489
C 3.7759 -0.4311 0.1890 -0.1 -0.1 0.1 0.331
C 3.1109 0.7640 -0.0481 0.2 0.0 -0.1 -0.371
C 1.8158 0.9561 0.4319 0.0 -0.5 0.2 0.262
C 1.2009 -0.0414 1.1840 0.0 0.2 0.0 -0.325
C 1.8661 -1.2363 1.4044 0.2 0.0 -0.1 -0.171
C 3.1358 -1.4424 0.9093 0.1 0.0 -0.1 -0.275
H 3.6634 -2.3671 1.0761 0.1 -0.1 0.0 0.224
H 1.3835 -2.0116 1.9798 0.0 -0.1 0.1 0.219
H 0.2289 0.1248 1.6218 -0.1 0.0 0.0 0.235
N 1.1790 2.1726 0.1668 0.3 0.4 0.1 -0.656
C -0.1257 2.4007 -0.2239 0.2 -0.2 -0.2 0.800
O -0.5480 3.5296 -0.3582 -0.2 0.4 0.0 -0.650
N -0.8384 1.2830 -0.5230 -0.1 -0.3 -0.2 -0.664
H -0.4341 0.3808 -0.3202 0.0 0.1 0.0 0.425
C -2.2591 1.3089 -0.7268 0.0 0.3 -0.1 -0.148
C -3.0384 1.1944 0.5806 -0.2 0.2 0.0 0.790
O -4.2299 1.3048 0.6730 -0.2 0.0 -0.1 -0.596
O -2.2502 0.9341 1.6280 0.5 -0.1 0.4 -0.688
H -2.7777 0.8867 2.4413 -0.2 0.0 -0.3 0.503
H -2.5204 2.2759 -1.1733 0.0 -0.2 0.1 0.266
C -2.6818 0.1545 -1.6608 0.0 0.1 0.2 -0.432
C -2.2597 -1.1583 -1.0606 0.0 0.0 -0.2 0.058
C -1.0010 -1.6860 -1.3289 -0.1 -0.1 -0.1 -0.269
C -0.5709 -2.8424 -0.7013 0.1 -0.1 0.0 -0.188
C -1.3990 -3.4904 0.1984 0.0 -0.1 0.0 -0.224
C -2.6615 -2.9838 0.4578 0.0 0.0 0.1 -0.198
C -3.0879 -1.8243 -0.1652 0.0 0.0 0.0 -0.251
H -4.0724 -1.4306 0.0426 -0.1 0.1 0.0 0.223
H -3.3162 -3.4924 1.1502 -0.1 0.0 0.1 0.215
H -1.0647 -4.3911 0.6914 0.0 -0.1 0.0 0.214
H 0.4134 -3.2328 -0.9129 0.1 0.0 0.0 0.218
H -0.3545 -1.1934 -2.0421 0.1 0.1 -0.1 0.218
H -3.7645 0.1939 -1.7823 0.0 0.0 0.0 0.237
H -2.2059 0.3026 -2.6307 0.0 0.1 0.0 0.226
H 1.7661 2.9917 0.0986 -0.2 0.0 0.0 0.410
H 3.5750 1.5614 -0.6077 0.1 0.0 -0.1 0.218
H 5.2277 0.5140 -1.9029 0.0 0.0 0.0 0.177
H 6.7058 -0.1838 -1.1975 -0.1 0.1 0.0 0.203
```
Positions in Å, forces in eV/Å.

Density functional theory data (the ωB97M-V functional and the def2-TZVPD basis) for a molecular structure, C17H18N3O4Pd.

Gap between HOMO and LUMO (spin up / spin down): 7.44 / 7.26 eV
Calculated total energy: -1251.654227 a.u.
LUMO level (spin up / spin down): 2.382 / 1.929 eV
Spin multiplicity: 3
Energy relative to the best compared isomer or geometry (same formula, charge and spin): 22.2 kcal per mole
Charge: -1

The geometry in XYZ format:
```
43
Properties=species:S:1:pos:R:3:forces:R:3:nbo_charge:R:1
Pd -0.3353 -0.5190 -1.0325 -0.6 0.1 -0.1 1.204
C -2.5213 1.1333 -4.6284 -0.1 0.0 -0.1 -0.611
C -1.5077 0.6682 -3.6004 -0.1 0.0 0.1 0.127
C -0.3302 -0.0186 -4.2813 0.0 0.0 -0.1 -0.626
O -2.1681 -0.2312 -2.6952 0.1 -0.1 0.0 -0.770
C -0.9380 1.8714 -2.7887 0.1 0.1 0.3 0.752
O -0.8914 2.9639 -3.3539 0.0 0.0 0.0 -0.708
O -0.5133 1.6197 -1.6052 0.1 0.0 -0.3 -0.798
H -2.8598 0.2813 -5.2270 0.0 0.0 0.0 0.186
H -2.0817 1.8910 -5.2754 0.0 0.0 0.0 0.226
H -3.3822 1.5717 -4.1218 0.0 0.0 0.0 0.214
H -0.6629 -0.8874 -4.8560 0.0 0.0 0.0 0.202
H 0.4117 -0.3659 -3.5605 0.0 0.0 0.1 0.209
H 0.1607 0.6921 -4.9458 0.0 0.0 0.0 0.223
H -1.8098 -1.1481 -2.7790 0.0 0.1 -0.1 0.505
N 5.2946 3.4029 6.1782 0.0 0.0 0.0 -0.349
C 4.7198 2.8785 5.3307 -0.1 -0.1 -0.2 0.297
C 4.0007 2.2164 4.2690 0.0 0.2 0.1 -0.214
C 2.7211 2.6471 3.9170 0.0 0.0 0.0 -0.175
C 2.0357 2.0195 2.8946 0.0 0.0 0.0 -0.148
C 2.6094 0.9458 2.1984 -0.1 0.0 -0.1 -0.096
C 3.8931 0.5261 2.5626 0.1 0.0 0.0 -0.206
C 4.5818 1.1529 3.5839 0.1 -0.1 0.0 -0.151
C 1.8830 0.3048 1.1414 0.3 0.0 0.2 -0.179
C 1.2715 -0.2072 0.2178 -0.1 0.3 0.1 -0.364
H 2.2754 3.4766 4.4502 0.0 0.0 0.0 0.221
H 1.0496 2.3563 2.6052 0.0 0.0 0.0 0.226
H 4.3421 -0.2996 2.0274 0.0 0.0 0.0 0.224
H 5.5743 0.8217 3.8608 0.0 0.0 0.0 0.218
N -0.9547 -1.1654 1.8318 -0.1 0.0 0.1 -0.333
C -1.4980 -2.0367 2.6915 0.0 0.0 0.0 -0.039
C -2.7674 -2.3135 2.2325 -0.1 0.1 0.0 -0.360
C -2.8917 -1.5449 1.0641 -0.1 0.1 0.0 -0.028
N -1.7887 -0.8481 0.8269 0.5 -0.3 0.1 -0.297
H -0.0104 -0.7850 1.8007 0.0 0.0 -0.1 0.453
H -0.9541 -2.3975 3.5492 0.0 0.0 0.0 0.216
H -3.4980 -2.9690 2.6754 0.0 0.0 0.0 0.224
H -3.7335 -1.4553 0.3957 0.1 0.0 0.0 0.219
C -1.7679 -3.2654 -1.4944 0.2 0.1 0.1 -0.235
O -0.8185 -2.3486 -1.9429 -0.1 -0.2 0.0 -0.885
H -1.8491 -4.1013 -2.2016 0.0 0.0 -0.1 0.148
H -2.7767 -2.8348 -1.3987 0.0 0.0 0.0 0.134
H -1.5141 -3.6989 -0.5166 0.0 0.0 0.1 0.143
```
Positions in Å, forces in eV/Å.

Density functional theory data (the ωB97M-V functional and the def2-TZVPD basis) for a molecular structure, C17H18N4O3S2 in a non-equilibrium geometry.

Gap between HOMO and LUMO: 7.66 eV
Calculated total energy: -1899.243766 a.u.
LUMO level: -0.640 eV
Spin multiplicity: 1
Energy relative to the best compared isomer or geometry (same formula, charge and spin): 333.5 kcal per mole
Charge: 0

The geometry in XYZ format:
```
44
Properties=species:S:1:pos:R:3:forces:R:3:nbo_charge:R:1
C 3.6862 3.6968 0.8549 1.9 -3.1 -2.5 -0.237
H 4.2635 2.7501 0.4623 -1.1 1.4 0.7 0.154
O 2.4352 3.8241 0.3576 -5.7 -4.7 0.8 -0.527
C 1.5728 2.6422 0.8551 -0.3 0.5 1.3 0.349
O 1.8962 1.2496 0.1975 0.0 4.9 13.0 -0.535
C 1.7683 1.2325 -1.0173 0.2 1.1 -11.7 -0.230
H 2.1366 0.2084 -1.1324 -0.1 0.2 -2.2 0.236
H 0.7795 1.4103 -1.5680 0.3 -0.6 1.3 0.138
H 2.3785 2.1220 -1.6319 -0.5 -2.3 1.3 0.116
C 0.0706 2.9820 0.6433 2.0 6.1 1.0 -0.289
N -0.8407 2.0558 0.8789 -3.6 -7.4 0.7 -0.667
C -1.6370 1.4139 -0.2330 5.5 -5.0 14.3 0.723
O -1.8030 1.7316 -1.2592 -2.3 5.5 -12.1 -0.490
C -1.9253 -0.0094 0.1749 -1.0 -2.0 -0.5 -0.104
C -0.9796 -1.0186 0.3502 0.5 2.2 4.1 -0.214
C -1.4174 -2.3785 0.7562 1.9 3.3 -3.3 0.040
N -2.5278 -2.9502 0.5745 -3.5 2.0 -0.1 -0.365
C -3.5808 -1.9747 0.2856 9.4 4.9 0.1 0.095
C -4.7557 -2.3015 0.0203 -9.7 -7.8 1.3 -0.162
C -5.9046 -1.5119 -0.1410 3.6 1.9 -2.3 -0.202
C -5.6664 -0.2031 -0.5841 -1.7 3.0 1.2 -0.183
C -4.4716 0.4017 -0.2220 3.5 -3.2 -0.7 -0.200
C -3.2899 -0.4251 0.0299 -2.4 -2.9 1.4 -0.024
H -4.2150 1.3990 -0.3945 -0.2 1.6 -0.4 0.214
H -6.4390 0.6225 -1.0098 1.3 -2.6 1.1 0.229
H -6.8008 -1.9085 -0.3641 -2.9 -1.7 -0.3 0.214
H -5.0186 -3.6429 0.2639 0.8 4.3 -0.9 0.201
S -0.1316 -3.4391 1.0741 -5.6 -5.3 6.3 0.492
C 1.1871 -3.1753 0.3639 10.5 3.9 -7.6 -0.264
N 1.4334 -2.2312 -0.5396 -2.5 1.8 -0.1 -0.324
N 2.6326 -1.9866 -1.1618 -0.2 -3.4 1.9 -0.245
C 3.4289 -2.9821 -0.7898 0.5 2.3 0.4 0.002
C 4.9071 -3.0084 -1.0531 -1.9 -0.8 -5.0 -0.645
H 5.5061 -3.0456 -0.2333 1.5 0.5 2.6 0.226
H 5.0472 -4.0928 -1.5032 0.3 2.4 0.0 0.228
H 5.1267 -2.0730 -1.7707 -0.2 -2.5 1.5 0.256
S 2.7766 -4.0448 0.3517 -1.1 -1.3 1.4 0.388
H 0.0599 -0.6854 0.8496 -2.2 -0.9 -2.1 0.252
H -0.5454 1.3169 1.6593 -1.2 2.0 -2.4 0.388
H -0.2336 3.4965 -0.2790 0.8 0.0 -0.1 0.234
H -0.1688 3.7569 1.4964 1.2 -0.4 -1.7 0.182
H 1.5603 2.6170 2.2050 1.1 -0.6 -4.2 0.179
H 4.0169 4.4919 0.2995 2.7 2.4 -0.1 0.205
H 3.6822 3.6669 1.8832 0.5 0.5 2.5 0.167
```
Positions in Å, forces in eV/Å.

Density functional theory data (the ωB97M-V functional and the def2-TZVPD basis) for a molecular structure, C17H19AlAsClN2O11S in a non-equilibrium geometry.

Gap between HOMO and LUMO: 8.28 eV
Calculated total energy: -4933.189963 a.u.
LUMO level: 0.015 eV
Spin multiplicity: 1
Charge: 0

The geometry in XYZ format:
```
53
Properties=species:S:1:pos:R:3:forces:R:3:nbo_charge:R:1
Al 0.5899 -0.3941 1.1117 0.5 0.3 0.4 2.046
C 3.4479 -1.4296 -1.5807 -0.2 0.4 -0.3 -0.263
O 3.6908 -2.3277 -0.4902 -0.2 -0.2 0.5 -0.471
C 2.8548 -2.2572 0.5293 0.2 -0.3 0.1 0.941
O 1.9127 -1.4542 0.5606 0.6 -0.4 -0.6 -0.771
N 3.1095 -3.1264 1.5078 0.2 -0.2 0.0 -0.426
N 2.3898 -3.2376 2.6996 -0.4 0.1 0.2 -0.632
H 4.1574 -1.7107 -2.3533 0.0 0.0 0.1 0.212
H 3.6096 -0.3975 -1.2679 0.0 -0.1 0.0 0.210
H 2.4234 -1.5338 -1.9415 0.1 -0.1 0.0 0.203
H 3.8943 -3.7625 1.4227 -0.2 0.3 -0.1 0.411
H 2.3250 -2.3374 3.1766 0.1 -0.2 -0.3 0.383
H 1.4281 -3.5374 2.5281 0.3 0.1 -0.1 0.378
O -0.6823 -2.8632 4.2836 -0.2 0.0 -0.7 -1.057
As -1.1539 -1.3347 3.4579 0.3 -1.8 1.2 2.457
O -1.5333 -0.3459 4.6475 -0.5 1.2 0.5 -1.101
O 0.3093 -1.1030 2.6365 0.2 -0.3 0.3 -1.272
C -2.5493 -2.0779 2.3278 0.4 0.1 0.4 -0.427
C -3.2806 -3.1595 2.8034 0.2 0.0 0.2 -0.171
C -4.3086 -3.6844 2.0356 0.0 0.0 0.0 -0.186
C -4.6337 -3.1165 0.8126 0.1 0.0 0.0 -0.192
C -3.9090 -2.0335 0.3406 0.0 0.2 -0.1 -0.193
C -2.8701 -1.5306 1.1047 0.1 0.3 -0.1 -0.254
S -1.8849 -0.1884 0.4969 -1.4 -0.4 -1.6 2.384
O -2.6132 0.4911 -0.5192 0.0 -0.1 0.0 -0.906
O -0.6410 -0.9081 -0.0511 -0.7 0.3 -0.1 -1.044
O -1.4163 0.5963 1.6255 0.2 0.0 0.3 -0.965
H -0.3471 -2.6329 5.1563 -0.1 0.1 0.1 0.498
H -3.0259 -3.5759 3.7707 -0.1 0.0 -0.1 0.250
H -4.8660 -4.5356 2.3965 0.0 0.0 0.1 0.225
H -5.4503 -3.5146 0.2290 0.0 0.0 0.0 0.226
H -4.1475 -1.5536 -0.5957 0.0 0.0 -0.1 0.246
C -1.3515 2.0318 -3.2671 0.0 0.0 0.1 -0.627
C -0.0785 2.8111 -3.2238 0.1 0.0 0.3 -0.063
C 0.4984 3.3253 -4.3702 0.1 0.0 0.2 -0.215
C 1.6754 4.0552 -4.2963 0.0 0.0 0.2 -0.060
Cl 2.3709 4.6941 -5.7459 0.1 0.1 -0.3 -0.008
C 2.2971 4.2750 -3.0832 -0.1 0.0 -0.2 -0.226
C 1.7266 3.7716 -1.9239 -0.2 -0.2 0.3 -0.299
C 0.5376 3.0528 -1.9833 0.1 0.2 -0.4 0.360
O -0.1223 2.5586 -0.8941 -0.1 -0.1 -0.2 -0.508
C 0.2167 3.0770 0.3737 0.1 0.1 0.4 -0.186
C 1.4578 2.3968 0.9645 -0.2 0.4 -0.2 0.795
O 2.4168 2.9993 1.3688 0.0 0.1 0.1 -0.581
O 1.3679 1.0910 0.9683 0.6 0.2 -0.1 -0.917
H -1.6773 1.8808 -4.2921 0.0 0.0 -0.1 0.209
H -2.1304 2.5543 -2.7150 -0.1 0.0 0.0 0.232
H -1.2272 1.0711 -2.7716 -0.1 -0.1 0.0 0.232
H 0.0239 3.1725 -5.3271 0.0 0.0 -0.1 0.222
H 3.2156 4.8391 -3.0327 0.1 0.0 0.0 0.228
H 2.2237 3.9454 -0.9818 0.0 0.0 0.1 0.239
H -0.6212 2.8099 1.0262 0.1 0.2 -0.1 0.231
H 0.3503 4.1645 0.3449 0.0 -0.2 0.0 0.202
```
Positions in Å, forces in eV/Å.

Density functional theory data (the ωB97M-V functional and the def2-TZVPD basis) for a molecular structure, C17H19BIrN5O2.

Gap between HOMO and LUMO (spin up / spin down): 7.89 / 5.67 eV
Calculated total energy: -1212.393287 a.u.
LUMO level (spin up / spin down): -3.948 / -6.220 eV
Spin multiplicity: 2
Energy relative to the best compared isomer or geometry (same formula, charge and spin): 0.0 kcal per mole
Charge: +1

The geometry in XYZ format:
```
45
Properties=species:S:1:pos:R:3:forces:R:3:nbo_charge:R:1
Ir 0.0826 -0.0574 0.1223 -0.2 0.0 -0.1 1.230
N 0.0278 0.0888 2.2464 0.0 -0.1 0.1 -0.756
C 1.2809 -0.2052 2.9968 -0.1 0.0 0.0 -0.214
C 2.4274 0.6032 2.4044 0.0 0.0 0.1 -0.539
C 2.8836 0.0103 1.0915 -0.1 0.0 -0.3 0.778
O 3.9170 -0.5655 0.9410 0.1 0.1 0.1 -0.509
O 2.0187 0.1298 0.0441 0.0 0.2 0.3 -0.741
H -0.2235 1.0606 2.4254 0.0 0.0 0.0 0.408
H -0.7471 -0.4402 2.6371 0.1 0.0 0.0 0.404
H 1.4762 -1.2757 2.9283 0.0 0.0 0.0 0.220
H 1.1320 0.0460 4.0471 0.0 0.0 0.0 0.218
H 3.2695 0.5986 3.0923 0.0 0.0 0.0 0.267
H 2.1073 1.6386 2.2584 0.0 0.0 0.0 0.227
B -1.8210 -1.4454 -2.5572 0.0 0.0 0.1 0.161
N -0.6678 -0.4193 -2.7833 0.0 0.0 0.0 -0.262
C -0.3610 0.0617 -3.9891 0.0 0.0 0.0 0.025
C 0.7295 0.9097 -3.8820 0.0 0.0 0.0 -0.326
C 1.0509 0.8953 -2.5373 0.1 0.0 -0.1 -0.010
N 0.2044 0.0788 -1.8910 0.0 -0.1 0.0 -0.301
N -1.9720 -1.8799 -1.0372 0.1 0.0 0.0 -0.236
C -2.8283 -2.8363 -0.7028 0.0 -0.1 0.0 0.048
C -2.7393 -3.0953 0.6613 0.0 0.0 -0.1 -0.309
C -1.7750 -2.2266 1.1079 0.1 0.0 0.0 -0.032
N -1.3064 -1.4923 0.0717 -0.3 0.1 -0.1 -0.290
H -2.8606 -0.9409 -2.8850 0.0 0.0 0.0 -0.027
H -1.5615 -2.4489 -3.1618 0.0 0.0 0.0 -0.022
H -0.9342 -0.2440 -4.8483 0.0 0.0 0.0 0.241
H 1.2238 1.4462 -4.6713 0.0 0.0 0.0 0.251
H 1.8368 1.3940 -1.9984 0.0 0.0 0.0 0.244
H -3.4379 -3.2939 -1.4642 0.0 0.0 0.0 0.249
H -3.2846 -3.8269 1.2292 0.0 0.0 0.0 0.257
H -1.3698 -2.1336 2.0999 0.0 0.0 0.0 0.203
C -1.1907 1.3077 0.1398 0.3 -0.2 -0.1 -0.102
C -1.9376 2.2849 0.0904 -0.1 0.1 0.0 0.037
C -2.7764 3.4031 -0.0364 0.0 -0.1 0.0 -0.155
C -3.3434 4.0129 1.0978 0.0 0.0 0.0 -0.130
C -4.1666 5.1076 0.9467 0.0 0.0 0.0 -0.217
C -4.4317 5.6054 -0.3270 0.0 0.0 0.0 -0.113
C -3.8760 5.0102 -1.4562 0.0 0.0 0.0 -0.216
C -3.0530 3.9126 -1.3191 0.0 0.0 0.0 -0.122
H -3.1294 3.6130 2.0796 0.0 0.0 0.0 0.224
H -4.6062 5.5790 1.8146 0.0 0.0 0.0 0.236
H -5.0791 6.4647 -0.4402 0.0 0.0 0.0 0.231
H -4.0898 5.4066 -2.4389 0.0 0.0 0.0 0.237
H -2.6141 3.4333 -2.1837 0.0 0.0 0.0 0.234
```
Positions in Å, forces in eV/Å.